{
  "formula": "C6H7F3N2",
  "method": "ωB97M-V/def2-TZVPD",
  "species": ["C", "C", "C", "C", "C", "C", "N", "N", "F", "F", "F", "H", "H", "H", "H", "H", "H", "H"],
  "positions_angstrom": [[0.3236, 0.2831, -1.7120], [0.6630, -1.0112, -1.7147], [-0.5621, 0.9207, -0.7482], [0.1378, -2.0135, -0.8022], [-0.3535, 1.0537, 0.5658], [0.9280, 0.6592, 1.2595], [-0.7990, -1.7600, 0.0059], [-1.2317, 1.6920, 1.4242], [1.3097, 1.6179, 2.1325], [0.7916, -0.4553, 2.0103], [1.9761, 0.4546, 0.4629], [0.6922, 0.9332, -2.4973], [1.3520, -1.3736, -2.4646], [-1.4719, 1.3438, -1.1548], [0.6069, -3.0020, -0.9129], [-1.1067, -2.5471, 0.5710], [-2.2013, 1.6274, 1.1644], [-1.0546, 1.5772, 2.4100]],
  "nbo_charge": [-0.12, -0.28, -0.28, 0.09, 0.12, 0.95, -0.62, -0.80, -0.33, -0.33, -0.31, 0.21, 0.21, 0.22, 0.15, 0.34, 0.39, 0.39],
  "max_force_ev_per_a": 0.9,
  "smiles": "[H]/N=C/C=C\\C=C(\\N)C(F)(F)F",
  "e_tot_ha": -641.89652,
  "orbital_gap_ev": 8.52,
  "spin_multiplicity": 1,
  "e_above_lowest_kcal_mol": 26.8
}

{
  "formula": "CH8BN3",
  "method": "ωB97M-V/def2-TZVPD",
  "species": ["B", "C", "N", "N", "N", "H", "H", "H", "H", "H", "H", "H", "H"],
  "positions_angstrom": [[0.1510, 0.2417, -1.0382], [-0.8189, -0.7696, 2.2620], [1.2061, -0.6262, -0.6139], [0.0901, 0.8388, -2.3378], [-0.9231, 0.2137, -0.2555], [-1.8222, -0.3322, 2.4842], [-0.6117, -1.8278, 1.8828], [-0.0767, -0.0169, 1.9877], [2.1850, -0.4738, -0.8403], [1.1935, -0.7104, 0.4162], [0.7970, 0.7638, -3.1135], [-0.8477, 1.2013, -2.5886], [-1.7606, 0.6450, -0.0372]],
  "nbo_charge": [0.85, -0.38, -1.05, -1.08, -0.87, 0.21, 0.23, 0.21, 0.37, 0.36, 0.40, 0.39, 0.37],
  "max_force_ev_per_a": 5.0,
  "e_tot_ha": -231.92565,
  "orbital_gap_ev": [6.61, 6.61],
  "spin_multiplicity": 1,
  "e_above_lowest_kcal_mol": 113.1
}

{
  "formula": "C8H6N2O2",
  "method": "ωB97M-V/def2-TZVPD",
  "species": ["C", "C", "C", "C", "C", "C", "C", "C", "N", "N", "O", "O", "H", "H", "H", "H", "H", "H"],
  "positions_angstrom": [[1.0405, -0.9611, -0.2945], [1.4073, 0.3836, -0.3752], [-0.2470, -1.3860, 0.0878], [0.4567, 1.3139, -0.0312], [-2.6286, -0.8125, 0.5660], [-1.2617, -0.4861, 0.3044], [-0.8911, 0.9266, 0.2674], [-3.3685, -1.5946, -0.1509], [-1.9818, 1.7787, 0.3401], [-3.2172, 1.3754, 0.0400], [-4.2048, 2.0899, 0.0389], [-4.0294, -2.2856, -0.8381], [1.7169, -1.7535, -0.5289], [2.3972, 0.8958, -0.5305], [-0.5922, -2.4113, 0.0144], [0.6783, 2.2930, -0.2797], [-3.1380, -0.3283, 1.4953], [-1.7465, 2.7939, 0.5508]],
  "nbo_charge": [-0.21, -0.21, -0.19, -0.24, -0.54, -0.04, 0.15, 0.72, -0.41, 0.23, -0.36, -0.46, 0.22, 0.23, 0.22, 0.21, 0.29, 0.37],
  "max_force_ev_per_a": 4.5,
  "smiles": "O=C=Cc1ccccc1NN=O",
  "e_tot_ha": -568.28032,
  "orbital_gap_ev": 8.11,
  "spin_multiplicity": 1,
  "e_above_lowest_kcal_mol": 126.8
}

{
  "formula": "C5H7NO",
  "method": "ωB97M-V/def2-TZVPD",
  "species": ["C", "C", "C", "C", "N", "C", "O", "H", "H", "H", "H", "H", "H", "H"],
  "positions_angstrom": [[0.2153, 0.2892, -1.8834], [-0.0103, -0.3469, -0.5169], [1.0681, -0.4987, 0.5559], [0.4679, -0.4115, 1.7485], [-0.9172, -0.1396, 1.6132], [-1.0240, 0.4169, 0.3292], [-1.6855, 1.3772, 0.0296], [0.6465, -0.4145, -2.6029], [0.8505, 1.1759, -1.8317], [-0.7566, 0.6078, -2.2790], [-0.4708, -1.3396, -0.6741], [2.1347, -0.6023, 0.4131], [0.8897, -0.4558, 2.7459], [-1.4085, 0.3419, 2.3526]],
  "nbo_charge": [-0.60, -0.36, -0.27, -0.01, -0.65, 0.72, -0.56, 0.21, 0.21, 0.23, 0.24, 0.23, 0.22, 0.40],
  "max_force_ev_per_a": 0.6,
  "smiles": "C[C@H]1C=CNC1=O",
  "e_tot_ha": -324.70487,
  "orbital_gap_ev": 9.81,
  "spin_multiplicity": 1,
  "e_above_lowest_kcal_mol": 12.3
}

{
  "formula": "C30H64AsF12MnN6O6P",
  "method": "ωB97M-V/def2-TZVPD",
  "species": ["Mn", "As", "F", "F", "F", "F", "F", "F", "P", "F", "F", "F", "F", "F", "F", "C", "C", "C", "C", "N", "H", "H", "H", "H", "H", "H", "H", "C", "C", "C", "C", "N", "H", "H", "H", "H", "H", "H", "H", "C", "O", "C", "C", "N", "C", "C", "O", "C", "H", "H", "H", "H", "H", "H", "H", "H", "H", "H", "H", "H", "H", "H", "H", "C", "O", "C", "C", "N", "C", "C", "O", "C", "H", "H", "H", "H", "H", "H", "H", "H", "H", "H", "H", "H", "H", "H", "H", "C", "O", "C", "C", "N", "C", "C", "O", "C", "H", "H", "H", "H", "H", "H", "H", "H", "H", "H", "H", "H", "H", "H", "H", "N", "C", "C", "C", "C", "H", "H", "H", "H", "H"],
  "positions_angstrom": [[-0.7249, -0.7176, -1.5583], [0.6553, -3.9823, -3.2028], [1.2339, -4.7356, -1.6489], [1.3445, -5.2704, -4.2434], [0.0085, -3.1456, -4.6561], [-0.0537, -2.5172, -2.3778], [2.2685, -3.1438, -3.3818], [-0.8422, -4.9526, -3.1068], [-3.2696, 2.0327, -2.2886], [-2.4281, 0.6964, -1.8872], [-3.2256, 1.3822, -3.7685], [-4.6633, 1.2883, -2.0067], [-3.9696, 3.3690, -2.8431], [-3.2198, 2.5862, -0.7624], [-1.8863, 2.7668, -2.5946], [-2.5720, 0.1160, -6.9031], [-1.0868, -0.0317, -7.0354], [-0.3520, 0.9262, -6.0303], [-0.2951, 0.3479, -4.6684], [-0.2722, -0.0388, -3.5634], [-3.0084, -0.7901, -7.3234], [-3.0043, 0.8643, -7.5674], [-2.9991, 0.3853, -5.9371], [-0.7148, 0.0762, -8.0543], [-0.8489, -1.0543, -6.7427], [-0.8040, 1.9154, -5.9572], [0.7076, 1.0193, -6.2681], [2.1925, 4.1632, 0.3415], [0.9055, 4.1201, 1.1124], [-0.3330, 3.7155, 0.2545], [-0.2263, 2.3411, -0.2428], [-0.1720, 1.2662, -0.6474], [2.6554, 3.1796, 0.2616], [2.9004, 4.7292, 0.9472], [2.0765, 4.6524, -0.6256], [0.7543, 5.1591, 1.4050], [0.9817, 3.5818, 2.0572], [-0.4953, 4.4210, -0.5604], [-1.2271, 3.7564, 0.8766], [11.1006, 2.3705, 1.9595], [10.1580, 1.3479, 2.2231], [8.8176, 1.9212, 2.2220], [7.8612, 0.9392, 2.9250], [6.4260, 1.2174, 2.8884], [5.8873, 1.1077, 1.5402], [4.3662, 1.2951, 1.6446], [3.7177, 0.4062, 2.5499], [2.4134, 0.8958, 2.8519], [11.1018, 3.1092, 2.7610], [11.0567, 2.8402, 0.9769], [12.0590, 1.8578, 2.0418], [8.5694, 1.9985, 1.1634], [8.8280, 2.9219, 2.6538], [8.0873, 0.9076, 3.9908], [8.1360, -0.0720, 2.6252], [5.9327, 0.5755, 3.4922], [6.0841, 0.0835, 1.2235], [6.2768, 1.8048, 0.7983], [3.8475, 1.2383, 0.6876], [4.2808, 2.3322, 1.9689], [2.0603, 0.3275, 3.7123], [1.7262, 0.9062, 2.0059], [2.4425, 1.9358, 3.1769], [-3.8619, 0.8926, 2.2407], [-3.9237, -0.4849, 2.4347], [-4.8913, -0.9273, 3.4044], [-4.9803, -2.4748, 3.6524], [-6.0163, -2.7648, 4.5979], [-6.2724, -4.2221, 4.6185], [-7.1443, -4.6377, 5.8108], [-6.4912, -4.4335, 7.0010], [-7.2408, -4.3372, 8.1724], [-3.2910, 1.3898, 3.0249], [-4.8590, 1.3189, 2.1306], [-3.3853, 1.0444, 1.2722], [-5.8616, -0.6311, 3.0059], [-4.7296, -0.3653, 4.3243], [-4.0300, -2.8218, 4.0581], [-5.0821, -2.9503, 2.6768], [-5.7118, -2.5853, 5.5440], [-5.3355, -4.7661, 4.7381], [-6.7047, -4.6045, 3.6939], [-7.4981, -5.6447, 5.5898], [-8.0324, -4.0062, 5.7872], [-7.7297, -5.2590, 8.4876], [-8.0300, -3.6006, 8.0219], [-6.6692, -3.9622, 9.0214], [-3.1337, -1.8564, -3.6458], [-2.4623, -1.7898, -2.3282], [-3.4041, -2.1533, -1.2877], [-2.5430, -2.3830, -0.0515], [-1.8467, -1.1324, 0.2738], [-0.8457, -1.3842, 1.3212], [0.4491, -2.0710, 0.7930], [0.8713, -1.4070, -0.3876], [2.2649, -1.4820, -0.6202], [-2.3455, -1.6681, -4.3747], [-3.6499, -0.9322, -3.9054], [-3.6426, -2.7654, -3.9665], [-3.9098, -3.0843, -1.5438], [-4.1626, -1.3760, -1.1948], [-1.7717, -3.1510, -0.1095], [-3.1328, -2.7469, 0.7898], [-2.4990, -0.5954, 0.8272], [-1.4106, -1.9152, 2.0874], [-0.6164, -0.4324, 1.8003], [0.3173, -3.1138, 0.5042], [1.1901, -1.9207, 1.5781], [2.6228, -2.5108, -0.6600], [2.8139, -0.9709, 0.1706], [2.5538, -0.9873, -1.5475], [4.0234, 3.6187, -3.8179], [3.0137, 3.1397, -3.0416], [1.8358, 3.2737, -3.7070], [2.0947, 3.8063, -4.9694], [3.4469, 4.0899, -4.9841], [5.0026, 3.5851, -3.5728], [3.1296, 2.9383, -1.9869], [0.8884, 2.9719, -3.2853], [1.2783, 3.9466, -5.6624], [4.1248, 4.5468, -5.6898]],
  "mulliken_spin": [4.71, 0.01, 0.00, 0.00, 0.00, 0.00, 0.00, 0.00, 0.01, -0.05, 0.00, 0.00, 0.00, 0.00, 0.00, 0.00, 0.00, 0.00, 0.02, 0.09, 0.00, 0.00, 0.00, 0.00, 0.00, 0.00, 0.00, 0.00, 0.00, 0.00, 0.00, 0.08, 0.00, 0.00, 0.00, 0.00, 0.00, 0.00, 0.00, 0.00, 0.00, 0.00, 0.00, 0.00, 0.00, 0.00, 0.00, 0.00, 0.00, 0.00, 0.00, 0.00, 0.00, 0.00, 0.00, 0.00, 0.00, 0.00, 0.00, 0.00, 0.00, 0.00, 0.00, 0.00, 0.00, 0.00, 0.00, 0.00, 0.00, 0.00, 0.00, 0.00, 0.00, 0.00, 0.00, 0.00, 0.00, 0.00, 0.00, 0.00, 0.00, 0.00, 0.00, 0.00, 0.00, 0.00, 0.00, 0.01, -0.01, 0.02, 0.04, -0.05, 0.00, 0.05, 0.02, 0.02, 0.00, 0.00, 0.00, 0.00, 0.00, -0.02, 0.01, 0.05, -0.01, 0.00, -0.02, 0.00, 0.00, 0.01, -0.02, 0.00, 0.00, 0.00, 0.00, 0.00, 0.00, 0.00, 0.00, 0.00, 0.00],
  "max_force_ev_per_a": 3.5,
  "e_tot_ha": -6888.19104,
  "orbital_gap_ev": [8.69, 8.69],
  "spin_multiplicity": 6,
  "e_above_lowest_kcal_mol": 14.4
}

{
  "formula": "C5H9N3",
  "method": "ωB97M-V/def2-TZVPD",
  "species": ["C", "C", "C", "N", "C", "C", "N", "N", "H", "H", "H", "H", "H", "H", "H", "H", "H"],
  "positions_angstrom": [[-0.6569, 0.4735, -1.8813], [-0.0955, 0.0094, -0.5784], [0.7012, -1.0525, -0.3484], [-1.4527, 1.5977, 0.5996], [-0.1940, -0.3013, 1.7404], [1.7798, -1.7340, -0.6507], [-0.5798, 0.5083, 0.6006], [0.9144, -0.3558, 2.3662], [-0.9746, 2.4243, 0.9514], [-2.2381, 1.4063, 1.2157], [1.7132, -0.2472, 1.7437], [-1.0814, -0.4614, 2.3554], [-0.3724, -0.2248, -2.6661], [-0.2613, 1.4614, -2.1209], [-1.7417, 0.5557, -1.8375], [1.8920, -2.7730, -0.3681], [2.6479, -1.2865, -1.1216]],
  "nbo_charge": [-0.65, 0.18, -0.14, -0.62, 0.28, -0.43, -0.34, -0.57, 0.35, 0.35, 0.35, 0.15, 0.23, 0.23, 0.23, 0.20, 0.19],
  "max_force_ev_per_a": 4.4,
  "smiles": "[H]/N=C\\N(N)C(C)=C=C",
  "e_tot_ha": -360.02073,
  "orbital_gap_ev": 8.14,
  "spin_multiplicity": 1,
  "e_above_lowest_kcal_mol": 110.8
}

- Which formula does entry 5 have?
  C30H64AsF12MnN6O6P

What did the third record say?
{
  "formula": "C8H6N2O2",
  "method": "ωB97M-V/def2-TZVPD",
  "species": ["C", "C", "C", "C", "C", "C", "C", "C", "N", "N", "O", "O", "H", "H", "H", "H", "H", "H"],
  "positions_angstrom": [[1.0405, -0.9611, -0.2945], [1.4073, 0.3836, -0.3752], [-0.2470, -1.3860, 0.0878], [0.4567, 1.3139, -0.0312], [-2.6286, -0.8125, 0.5660], [-1.2617, -0.4861, 0.3044], [-0.8911, 0.9266, 0.2674], [-3.3685, -1.5946, -0.1509], [-1.9818, 1.7787, 0.3401], [-3.2172, 1.3754, 0.0400], [-4.2048, 2.0899, 0.0389], [-4.0294, -2.2856, -0.8381], [1.7169, -1.7535, -0.5289], [2.3972, 0.8958, -0.5305], [-0.5922, -2.4113, 0.0144], [0.6783, 2.2930, -0.2797], [-3.1380, -0.3283, 1.4953], [-1.7465, 2.7939, 0.5508]],
  "nbo_charge": [-0.21, -0.21, -0.19, -0.24, -0.54, -0.04, 0.15, 0.72, -0.41, 0.23, -0.36, -0.46, 0.22, 0.23, 0.22, 0.21, 0.29, 0.37],
  "max_force_ev_per_a": 4.5,
  "smiles": "O=C=Cc1ccccc1NN=O",
  "e_tot_ha": -568.28032,
  "orbital_gap_ev": 8.11,
  "spin_multiplicity": 1,
  "e_above_lowest_kcal_mol": 126.8
}